[1]
Molecular formula: CH5N5
Method: DFT, the ωB97M-V functional and the def2-TZVPD basis

The geometry in XYZ format:
```
11
CH5N5 | the OMol25 dataset | the ωB97M-V functional and the def2-TZVPD basis
C 0.195 -0.084 1.700
N 1.007 -0.216 -0.386
N -0.363 0.167 -2.236
N 0.950 -0.702 0.887
N -0.235 0.123 -0.955
N -1.176 0.272 -0.107
H -0.274 0.889 1.907
H 0.262 -0.646 2.563
H 1.499 -0.876 -0.915
H 0.576 0.115 -2.611
H -2.111 0.453 -0.418
```

Energy relative to the best compared isomer or geometry (same formula, charge and spin) = 353.1 kJ/mol
Kohn-Sham gap = 0.3644 hartree
DFT total energy = -314.6797 Ha
Total charge = 0

***

[2]
Molecular formula: C8H10ClNO2Si
Method: DFT, the ωB97M-V functional and the def2-TZVPD basis

The geometry in XYZ format:
```
23
C8H10ClNO2Si | the OMol25 dataset | the ωB97M-V functional and the def2-TZVPD basis
C 0.770 3.658 2.039
N 1.276 2.974 1.029
O 1.565 3.296 -0.108
O 1.150 1.559 1.262
Si -0.120 0.598 1.098
C -1.791 1.180 0.316
Cl -0.510 -0.098 2.874
C 0.400 -0.941 -0.089
C -0.436 -2.010 -0.266
C 0.047 -3.047 -1.043
C 1.237 -2.912 -1.754
C 2.110 -1.810 -1.556
C 1.597 -0.742 -0.856
H 0.816 4.739 2.025
H 0.347 3.250 2.934
H -1.688 2.232 -0.124
H -2.114 0.455 -0.467
H -2.677 1.210 1.006
H -1.327 -2.122 0.304
H -0.499 -3.971 -1.144
H 1.658 -3.698 -2.426
H 3.058 -1.989 -2.141
H 2.164 0.151 -0.580
```

Energy relative to the best compared isomer or geometry (same formula, charge and spin) = 28.4 kJ/mol
Kohn-Sham gap = 0.3435 hartree
DFT total energy = -1265.7021 Ha
Total charge = 0

***

[3]
Molecular formula: C22H58N2O8
Method: DFT, the ωB97M-V functional and the def2-TZVPD basis

The geometry in XYZ format:
```
90
C22H58N2O8 | the OMol25 dataset | the ωB97M-V functional and the def2-TZVPD basis
C 2.670 -2.499 0.456
O 1.371 -3.036 0.186
H 2.698 -1.442 0.723
H 3.144 -3.193 1.150
H 3.251 -2.626 -0.457
H 1.009 -2.533 -0.547
C -2.548 0.469 0.306
O -2.371 -0.920 0.526
H -1.914 0.868 -0.485
H -3.608 0.682 0.169
H -2.251 0.960 1.232
H -1.474 -1.082 0.827
C -1.861 -2.838 -0.612
O -2.779 -3.694 -1.349
H -2.312 -2.127 0.079
H -1.191 -3.438 0.004
H -1.180 -2.223 -1.200
H -2.521 -3.609 -2.270
C -1.168 -1.560 3.320
O -0.545 -0.865 4.366
H -0.731 -2.440 2.847
H -2.181 -1.833 3.617
H -1.351 -0.950 2.435
H -1.145 -0.128 4.505
O -0.627 -1.541 0.768
H -0.689 -2.433 1.110
H 0.246 -1.493 0.379
O -0.354 -3.436 1.549
H -0.632 -4.182 2.080
H 0.599 -3.422 1.634
C -1.530 4.030 0.153
C -0.783 3.521 1.459
C -1.844 3.344 2.537
C -1.359 2.524 3.790
C -0.931 1.181 3.250
C 0.153 1.233 2.189
N -0.184 2.211 1.151
O 0.781 2.334 0.065
C 1.569 1.530 2.868
C 0.206 -0.174 1.643
C 0.171 4.621 2.019
H -1.962 5.000 0.398
H -2.278 3.252 -0.005
H -0.778 4.126 -0.630
H -1.959 4.338 2.969
H -2.798 3.013 2.126
H -2.174 2.304 4.478
H -0.553 2.965 4.377
H -1.847 0.773 2.820
H -0.695 0.581 4.129
H 2.346 0.791 2.673
H 2.006 2.440 2.457
H 1.511 1.552 3.957
H -0.708 -0.484 1.137
H 1.009 -0.336 0.923
H 0.250 -0.816 2.523
H 1.150 4.367 1.611
H 0.471 4.609 3.067
H -0.097 5.624 1.687
H 0.178 2.186 -0.667
C -1.491 -1.156 -3.353
C 0.023 -1.208 -3.430
C 0.329 -0.314 -4.684
C 1.769 0.054 -4.767
C 2.149 0.827 -3.453
C 1.853 0.062 -2.116
N 0.554 -0.612 -2.173
O 0.014 -1.199 -0.947
C 3.000 -0.944 -1.820
C 1.745 1.237 -1.044
C 0.595 -2.570 -3.666
H -1.991 -1.854 -4.023
H -1.900 -0.148 -3.422
H -1.869 -1.570 -2.418
H 0.061 -0.850 -5.594
H -0.389 0.505 -4.708
H 2.068 0.561 -5.684
H 2.481 -0.767 -4.847
H 1.749 1.840 -3.497
H 3.209 0.764 -3.700
H 3.145 -1.661 -2.628
H 4.007 -0.533 -1.752
H 2.890 -1.615 -0.969
H 2.806 1.482 -0.989
H 1.027 2.052 -1.138
H 1.529 0.952 -0.015
H 1.575 -2.537 -4.143
H 0.026 -3.372 -4.137
H 0.792 -2.973 -2.673
H -0.630 -0.527 -0.711
```

Energy relative to the best compared isomer or geometry (same formula, charge and spin) = 3255.1 kJ/mol
Kohn-Sham gap = 0.2834 hartree
DFT total energy = -1583.0924 Ha
Total charge = 0

***

[4]
Molecular formula: C21H38F8Li2N4O37S8
Method: DFT, the ωB97M-V functional and the def2-TZVPD basis

The geometry in XYZ format:
```
118
C21H38F8Li2N4O37S8 | the OMol25 dataset | the ωB97M-V functional and the def2-TZVPD basis
Li 1.412 -0.449 -1.740
Li -0.602 -2.892 -1.675
N 0.161 -1.311 -0.509
S -0.998 -0.280 0.225
O -0.697 0.291 1.511
O -2.310 -0.723 -0.165
F -0.809 0.981 -0.794
S 0.781 -1.740 0.871
O -0.114 -2.349 1.845
O 2.018 -1.067 1.251
F 1.389 -3.159 0.349
N -1.277 -2.782 -3.453
S -2.533 -1.608 -3.569
O -3.400 -1.675 -4.708
O -2.216 -0.328 -2.985
F -3.525 -2.254 -2.463
S -0.358 -1.935 -4.328
O 0.401 -0.910 -3.627
O -0.713 -1.811 -5.709
F 0.826 -2.997 -4.385
N -0.706 -4.861 -1.512
S 0.800 -5.658 -1.516
O 1.015 -6.580 -2.591
O 1.543 -5.836 -0.316
F 1.483 -4.360 -2.164
S -1.250 -5.713 -0.290
O -1.140 -5.177 1.039
O -1.313 -7.168 -0.412
F -2.809 -5.333 -0.491
N 1.805 4.610 2.368
S 0.954 3.540 3.317
O 1.303 2.186 3.557
O -0.455 3.876 3.299
F 1.363 4.287 4.695
S 1.894 3.609 1.169
O 0.726 3.001 0.611
O 3.146 2.921 1.052
F 2.066 4.852 0.104
C 4.661 -2.920 1.910
C 5.430 -1.579 1.732
O 6.243 -1.559 2.920
C 6.240 -2.711 3.546
O 6.968 -2.941 4.476
O 5.316 -3.551 3.014
H 4.787 -3.471 0.983
H 3.669 -2.602 2.222
H 4.705 -0.771 1.830
H 6.045 -1.401 0.853
C -4.288 1.513 -0.469
C -5.419 0.545 -0.690
O -6.007 1.138 -1.875
C -5.633 2.407 -2.023
O -6.068 3.153 -2.856
O -4.796 2.748 -1.016
H -3.470 1.189 -1.111
H -4.002 1.734 0.555
H -6.078 0.482 0.175
H -5.063 -0.448 -0.949
C -1.953 4.739 -0.282
O -1.661 5.929 -0.979
C -0.820 6.792 -0.409
O -0.112 6.519 0.518
O -0.908 7.943 -1.070
C -0.133 9.077 -0.702
H -1.238 3.949 -0.518
H -2.902 4.342 -0.641
H -2.005 4.924 0.790
H 0.918 8.793 -0.650
H -0.563 9.636 0.124
H -0.209 9.659 -1.623
C 3.977 -2.694 -3.389
O 4.794 -1.597 -3.008
C 4.358 -0.797 -2.066
O 3.348 -0.951 -1.420
O 5.273 0.173 -1.842
C 5.026 1.101 -0.781
H 4.507 -3.417 -4.012
H 3.104 -2.391 -3.961
H 3.803 -3.341 -2.527
H 5.380 2.130 -0.780
H 5.422 0.674 0.141
H 3.944 1.177 -0.664
C 3.504 4.268 -3.338
O 3.037 3.192 -2.514
C 1.874 2.605 -2.752
O 1.574 1.550 -2.242
O 1.075 3.355 -3.475
C -0.285 2.917 -3.607
H 2.741 5.042 -3.287
H 3.582 3.907 -4.367
H 4.512 4.626 -3.151
H -0.995 3.461 -2.984
H -0.494 1.882 -3.338
H -0.541 3.031 -4.658
C -4.281 -3.081 1.448
O -5.456 -3.800 1.715
C -6.603 -3.138 1.497
O -6.721 -1.951 1.277
O -7.575 -4.020 1.476
C -8.904 -3.532 1.447
H -4.316 -2.739 0.412
H -3.344 -3.614 1.601
H -4.122 -2.208 2.087
H -9.577 -4.214 1.965
H -9.172 -3.498 0.390
H -9.118 -2.557 1.881
C 3.745 -1.308 5.635
O 2.581 -1.070 4.861
C 1.464 -1.723 5.087
O 1.331 -2.723 5.762
O 0.494 -1.028 4.510
C -0.855 -1.438 4.530
H 4.603 -0.817 5.178
H 3.991 -2.369 5.550
H 3.603 -0.966 6.657
H -0.989 -2.466 4.198
H -1.326 -0.782 3.798
H -1.488 -1.319 5.412
```

Energy relative to the best compared isomer or geometry (same formula, charge and spin) = 0.0 kJ/mol
Kohn-Sham gap = 0.3099 hartree
DFT total energy = -7825.5718 Ha
Total charge = -2

***

[5]
Molecular formula: CHLiO3Sm
Method: DFT, the ωB97M-V functional and the def2-TZVPD basis

The geometry in XYZ format:
```
7
CHLiO3Sm | the OMol25 dataset | the ωB97M-V functional and the def2-TZVPD basis
O 1.383 -0.534 -1.256
C 0.666 0.245 -1.753
H 0.077 0.933 -0.301
O -0.910 0.726 1.097
O -0.995 1.021 -0.071
Li -1.231 -1.198 0.821
Sm 1.010 -1.193 1.464
```

Energy relative to the best compared isomer or geometry (same formula, charge and spin) = 665.6 kJ/mol
Kohn-Sham gap (alpha / beta) = 0.1937 / 0.2160 hartree
Spin multiplicity = 7
<S²> = 12.068
DFT total energy = -928.9809 Ha
Total charge = +2

***

[6]
Molecular formula: C18H27ClN2ORe
Method: DFT, the ωB97M-V functional and the def2-TZVPD basis

The geometry in XYZ format:
```
50
C18H27ClN2ORe | the OMol25 dataset | the ωB97M-V functional and the def2-TZVPD basis
Re -0.735 2.619 1.866
Cl -0.929 0.361 2.310
C 0.183 4.225 0.883
C 1.230 3.584 0.139
C 1.880 4.284 -0.886
C 1.587 5.639 -1.147
C 0.691 6.323 -0.299
C -0.004 5.619 0.726
H 1.626 2.614 0.469
H 2.640 3.780 -1.486
H 0.513 7.402 -0.468
H -0.717 6.124 1.398
C 2.187 6.278 -2.377
H 2.239 7.373 -2.282
H 1.605 6.040 -3.289
H 3.202 5.878 -2.532
C -1.274 -3.692 -0.918
N -1.511 -2.457 -0.341
H 0.626 -4.830 -1.019
N 0.566 -2.878 -0.068
H -2.061 -4.263 -1.369
C -2.827 -1.860 -0.145
C -3.845 -2.619 -0.944
C -3.197 -1.965 1.329
H -3.948 -3.645 -0.592
H -4.804 -2.127 -0.792
H -3.633 -2.613 -2.012
H -3.730 0.034 -0.459
H -2.455 -0.367 -1.649
H -2.458 -1.453 1.946
C -2.739 -0.416 -0.589
H -3.285 -3.025 1.612
H -4.162 -1.460 1.456
H -2.028 0.131 0.038
C 0.044 -3.965 -0.745
C 1.849 -2.967 1.999
H 1.480 -3.975 2.254
H 2.874 -2.859 2.377
C 1.921 -2.823 0.481
H 3.501 -1.409 0.585
C 2.742 -3.957 -0.098
H 2.785 -3.902 -1.195
H 1.205 -2.194 2.448
H 1.869 -0.656 0.531
H 2.330 -4.925 0.219
H 3.752 -3.853 0.314
C 2.500 -1.465 0.134
H 2.599 -1.369 -0.958
C -0.374 -1.935 0.160
O -1.508 3.616 2.986
```

Energy relative to the best compared isomer or geometry (same formula, charge and spin) = 0.0 kJ/mol
Kohn-Sham gap (alpha / beta) = 0.0634 / 0.2027 hartree
Spin multiplicity = 4
<S²> = 3.769
DFT total energy = -1425.1582 Ha
Total charge = -2

***

[7]
Molecular formula: C5H10O
Method: DFT, the ωB97M-V functional and the def2-TZVPD basis

The geometry in XYZ format:
```
16
C5H10O | the OMol25 dataset | the ωB97M-V functional and the def2-TZVPD basis
C -0.763 -0.799 -1.219
C -0.602 -0.126 0.134
C -0.132 -0.980 1.346
C 0.990 0.042 1.666
C 0.666 0.712 0.335
O 1.266 1.489 -0.359
H -0.965 -0.062 -2.003
H 0.153 -1.336 -1.491
H -1.586 -1.521 -1.201
H -1.492 0.468 0.384
H -0.871 -1.139 2.134
H 0.263 -1.950 1.030
H 0.782 0.689 2.525
H 2.015 -0.331 1.745
H -0.120 2.606 -2.709
H 0.396 2.239 -2.317
```

Energy relative to the best compared isomer or geometry (same formula, charge and spin) = 163.8 kJ/mol
Kohn-Sham gap = 0.3832 hartree
DFT total energy = -271.6902 Ha
Total charge = 0

***

[8]
Molecular formula: C25H75N15O10
Method: DFT, the ωB97M-V functional and the def2-TZVPD basis

The geometry in XYZ format:
```
125
C25H75N15O10 | the OMol25 dataset | the ωB97M-V functional and the def2-TZVPD basis
C 3.099 -4.599 3.212
O 2.174 -3.564 3.512
C 1.128 -4.059 4.334
C -0.065 -3.110 4.413
C -0.578 -2.791 2.980
N 0.275 -1.850 5.105
H 2.668 -5.300 2.490
H 3.487 -5.125 4.084
H 3.890 -4.086 2.664
H 0.747 -4.967 3.847
H 1.526 -4.340 5.313
H -0.902 -3.501 4.992
H -1.354 -2.028 3.044
H -1.047 -3.676 2.530
H 0.167 -2.523 2.230
H -0.538 -1.229 5.061
H 0.955 -1.311 4.546
C 6.506 -3.786 -2.332
O 5.111 -3.917 -2.114
C 4.611 -2.940 -1.221
C 3.104 -2.696 -1.433
C 2.672 -2.814 -2.902
N 2.789 -1.388 -0.875
H 7.002 -3.709 -1.362
H 6.688 -2.920 -2.974
H 6.868 -4.672 -2.851
H 4.838 -3.182 -0.179
H 5.110 -1.999 -1.492
H 2.575 -3.475 -0.878
H 2.836 -3.815 -3.303
H 3.367 -2.204 -3.491
H 1.667 -2.447 -3.088
H 1.793 -1.198 -0.876
H 3.129 -0.678 -1.520
C -7.269 -1.521 -2.481
O -6.670 -0.871 -1.386
C -5.316 -0.546 -1.574
C -4.679 0.376 -0.528
C -5.372 1.714 -0.269
N -3.274 0.690 -0.841
H -8.318 -1.564 -2.195
H -6.925 -2.556 -2.598
H -7.094 -1.056 -3.455
H -4.674 -1.434 -1.624
H -5.169 -0.009 -2.521
H -4.606 -0.114 0.447
H -4.791 2.393 0.353
H -6.193 1.550 0.441
H -5.831 2.262 -1.091
H -3.179 1.554 -1.371
H -2.898 -0.041 -1.455
C -0.641 -0.709 -3.359
O -1.960 -1.181 -3.061
C -2.811 -1.241 -4.205
C -2.995 0.011 -5.040
C -4.381 0.139 -5.686
N -2.052 0.145 -6.165
H -0.181 -1.192 -4.225
H -0.005 -0.957 -2.512
H -0.644 0.375 -3.487
H -2.457 -2.086 -4.808
H -3.766 -1.486 -3.737
H -2.851 0.841 -4.340
H -5.140 0.391 -4.944
H -4.669 -0.789 -6.185
H -4.366 0.929 -6.432
H -2.260 -0.573 -6.855
H -1.076 -0.056 -5.969
C 6.302 -0.401 1.639
O 5.949 -0.075 2.952
C 4.738 -0.635 3.421
C 3.548 0.263 3.112
C 3.500 1.549 3.938
N 2.287 -0.527 3.329
H 6.016 -1.421 1.356
H 7.371 -0.245 1.505
H 5.782 0.213 0.891
H 4.645 -1.627 2.967
H 4.758 -0.835 4.497
H 3.602 0.492 2.046
H 2.935 2.343 3.451
H 4.516 1.838 4.228
H 3.072 1.440 4.940
H 2.627 -1.423 3.653
H 1.851 -0.636 2.420
N -0.136 1.844 4.325
C -1.334 1.375 4.721
N -2.248 2.291 5.122
O -1.648 0.176 4.729
H 0.007 2.827 4.474
H 0.636 1.204 4.182
H -2.072 3.281 5.067
H -3.104 1.975 5.536
N -0.196 1.297 -0.894
C 0.176 1.151 0.411
N -0.877 0.900 1.206
O 1.338 1.179 0.827
H 0.547 1.149 -1.570
H -1.161 1.114 -1.124
H -1.704 0.627 0.683
H -0.798 0.799 2.202
N 3.528 1.957 -0.733
C 3.199 1.818 -2.040
N 3.881 2.700 -2.841
O 2.333 1.019 -2.408
H 4.156 2.695 -0.489
H 3.167 1.307 -0.049
H 4.660 3.158 -2.410
H 3.867 2.820 -3.836
N -2.892 5.352 -2.345
C -2.144 4.229 -2.193
N -0.889 4.478 -1.744
O -2.665 3.117 -2.315
H -3.790 5.221 -2.781
H -2.450 6.251 -2.388
H -0.319 3.713 -1.417
H -0.533 5.409 -1.656
N -2.597 3.291 1.953
C -3.279 4.450 2.097
N -3.793 4.938 0.922
O -3.441 5.012 3.175
H -2.478 2.800 1.086
H -2.257 2.872 2.798
H -4.389 5.732 1.085
H -3.582 4.673 -0.020
```

Energy relative to the best compared isomer or geometry (same formula, charge and spin) = 88.9 kJ/mol
Kohn-Sham gap = 0.2960 hartree
DFT total energy = -2571.3819 Ha
Total charge = 0

***

[9]
Molecular formula: C4H8O2
Method: DFT, the ωB97M-V functional and the def2-TZVPD basis

The geometry in XYZ format:
```
14
C4H8O2 | the OMol25 dataset | the ωB97M-V functional and the def2-TZVPD basis
C 1.465 0.806 -0.375
O 1.186 -0.576 -0.302
C 0.315 -0.957 0.735
C -1.161 -0.799 0.334
C -1.575 0.654 0.237
O -1.680 1.370 1.206
H 1.590 1.069 -1.430
H 2.388 1.054 0.166
H 0.661 1.424 0.039
H 0.505 -0.394 1.661
H 0.515 -2.015 0.932
H -1.784 -1.267 1.106
H -1.322 -1.314 -0.620
H -1.761 1.052 -0.785
```

Energy relative to the best compared isomer or geometry (same formula, charge and spin) = 169.2 kJ/mol
Kohn-Sham gap = 0.3939 hartree
DFT total energy = -307.6480 Ha
Total charge = 0

***

[10]
Molecular formula: C10H11BF5
Method: DFT, the ωB97M-V functional and the def2-TZVPD basis

The geometry in XYZ format:
```
27
C10H11BF5 | the OMol25 dataset | the ωB97M-V functional and the def2-TZVPD basis
C -2.671 -0.428 -1.744
C -2.695 -1.607 -0.640
B -1.211 -2.125 -0.152
C -0.673 -1.461 1.248
F 0.071 -2.511 1.954
F -1.725 -1.072 2.170
C 0.352 -0.248 1.088
C 0.808 0.453 2.424
C 1.836 1.619 2.449
C 2.406 2.123 1.081
C 1.967 1.444 -0.232
C 2.522 1.903 -1.673
F 3.862 2.338 -1.504
F 1.687 2.932 -2.220
F 2.510 0.819 -2.612
C 0.954 0.264 -0.234
H -2.889 0.606 -1.284
H -3.517 -0.607 -2.517
H -1.694 -0.350 -2.328
H -3.375 -1.303 0.229
H -3.194 -2.514 -1.163
H -0.450 -1.976 -1.055
H -1.322 -3.306 0.061
H 0.400 0.126 3.448
H 2.201 2.125 3.405
H 3.162 2.969 1.030
H 0.677 -0.213 -1.228
```

Energy relative to the best compared isomer or geometry (same formula, charge and spin) = 0.0 kJ/mol
Kohn-Sham gap = 0.3066 hartree
DFT total energy = -911.7316 Ha
Total charge = -1